(1)
{
  "formula": "C5H11NOS",
  "method": "the ωB97M-V functional and the def2-TZVPD basis",
  "symbols": ["C", "C", "C", "C", "C", "N", "O", "S", "H", "H", "H", "H", "H", "H", "H", "H", "H", "H", "H"],
  "positions_angstrom": [[-0.79, 0.13, -1.75], [3.89, -0.46, 0.61], [2.80, -0.84, -0.34], [2.72, -0.33, 1.09], [-3.01, 0.59, 0.79], [-1.68, 1.09, 0.58], [-0.69, -1.23, 0.55], [-0.35, 0.08, 0.03], [-0.10, -0.39, -2.35], [-1.74, -0.31, -2.02], [-0.83, 1.29, -1.97], [4.83, -0.12, 0.91], [2.48, -0.27, -1.12], [2.41, -1.89, -0.48], [1.86, -0.25, 1.74], [-3.27, -0.21, 1.49], [-3.86, 1.33, 0.97], [-3.22, 0.05, -0.06], [-1.46, 1.75, 1.32]],
  "lowdin_spin": [0.14, 0.01, 0.02, 0.01, 0.07, 0.40, 0.46, 0.77, 0.01, 0.01, 0.01, 0.00, 0.01, 0.00, 0.00, 0.01, 0.03, 0.01, 0.02],
  "e_above_lowest_ev": 5.533,
  "max_force_ev_per_a": 5.6,
  "homo_ev": [-4.163, -9.184],
  "s2": 2.009,
  "spin_multiplicity": 3,
  "gap_ev": [4.97, 6.59]
}

***

(2)
{
  "formula": "C26H66ClF12N2O23S4Zr",
  "method": "the ωB97M-V functional and the def2-TZVPD basis",
  "symbols": ["Zr", "Cl", "O", "O", "O", "O", "C", "F", "F", "F", "S", "O", "O", "N", "S", "O", "O", "C", "F", "F", "F", "C", "F", "F", "F", "S", "O", "O", "N", "S", "O", "O", "C", "F", "F", "F", "C", "C", "O", "H", "H", "H", "H", "H", "H", "C", "C", "O", "H", "H", "H", "H", "H", "H", "C", "C", "O", "H", "H", "H", "H", "H", "H", "C", "C", "O", "H", "H", "H", "H", "H", "H", "C", "C", "O", "H", "H", "H", "H", "H", "H", "C", "C", "O", "H", "H", "H", "H", "H", "H", "C", "C", "O", "H", "H", "H", "H", "H", "H", "C", "C", "O", "H", "H", "H", "H", "H", "H", "C", "C", "O", "H", "H", "H", "H", "H", "H", "C", "C", "O", "H", "H", "H", "H", "H", "H", "C", "C", "O", "H", "H", "H", "H", "H", "H"],
  "positions_angstrom": [[1.64, -1.76, 1.79], [-1.26, -4.46, 1.44], [-0.77, -5.54, 0.63], [-0.17, -3.50, 1.64], [-2.31, -3.79, 0.75], [-1.63, -4.97, 2.72], [3.19, 2.42, 0.64], [4.45, 2.73, 0.42], [2.51, 3.50, 1.07], [2.55, 2.01, -0.46], [3.16, 1.01, 2.05], [4.00, 1.39, 3.18], [1.80, 0.57, 2.28], [3.40, -0.66, 1.40], [4.84, -0.62, 0.65], [4.97, -1.96, 0.12], [4.97, 0.44, -0.38], [6.20, -0.37, 2.00], [7.28, -1.09, 1.80], [6.56, 0.93, 1.95], [5.69, -0.73, 3.19], [-1.03, 1.61, 1.14], [0.06, 2.22, 0.63], [-0.86, 1.54, 2.48], [-2.13, 2.20, 0.85], [-1.20, -0.18, 0.42], [-1.83, -0.94, 1.51], [-1.95, -0.07, -0.81], [0.47, -0.88, 0.34], [0.82, -0.50, -1.25], [0.43, 0.83, -1.72], [2.27, -0.74, -1.36], [-0.07, -1.81, -2.35], [-0.76, -1.11, -3.31], [0.79, -2.66, -2.87], [-0.90, -2.50, -1.61], [1.25, 0.03, -6.48], [1.35, 0.73, -5.13], [1.98, -0.18, -4.26], [2.20, -0.41, -6.80], [0.94, 0.81, -7.17], [0.55, -0.79, -6.59], [0.39, 1.06, -4.72], [1.98, 1.61, -5.17], [2.93, -0.09, -4.41], [0.23, 2.03, 6.92], [1.42, 1.44, 6.23], [0.94, 1.10, 4.95], [-0.27, 2.85, 6.42], [0.46, 2.27, 7.96], [-0.56, 1.28, 6.98], [1.85, 0.58, 6.74], [2.18, 2.22, 6.18], [0.88, 1.93, 4.48], [-0.23, 5.43, 4.83], [0.09, 4.57, 3.59], [1.20, 3.69, 3.86], [0.47, 6.26, 4.93], [-0.16, 4.82, 5.74], [-1.23, 5.86, 4.73], [0.29, 5.26, 2.78], [-0.70, 3.91, 3.25], [1.92, 4.26, 4.11], [-3.25, 1.88, -3.28], [-4.44, 0.98, -2.91], [-5.72, 1.63, -3.04], [-2.30, 1.34, -3.22], [-3.14, 2.77, -2.67], [-3.32, 2.24, -4.31], [-4.34, 0.65, -1.88], [-4.50, 0.10, -3.55], [-6.34, 1.02, -2.63], [-4.97, 2.51, 1.22], [-5.37, 1.03, 1.29], [-5.76, 0.70, 2.58], [-4.27, 2.77, 2.01], [-5.84, 3.16, 1.34], [-4.64, 2.78, 0.22], [-4.56, 0.40, 0.94], [-6.23, 0.84, 0.65], [-6.17, -0.17, 2.61], [4.90, -0.99, -3.21], [5.70, -0.46, -4.34], [4.78, 0.13, -5.30], [4.50, -0.20, -2.58], [5.56, -1.54, -2.54], [4.09, -1.63, -3.56], [6.08, -1.35, -4.84], [6.48, 0.27, -4.12], [5.30, 0.68, -5.90], [-0.56, 3.95, -1.84], [0.86, 4.20, -2.34], [0.94, 5.57, -2.73], [-1.24, 4.53, -2.45], [-0.71, 4.40, -0.86], [-0.91, 2.92, -1.84], [1.03, 3.55, -3.20], [1.72, 4.05, -1.68], [1.68, 5.63, -3.35], [3.02, -4.21, -1.80], [2.06, -4.18, -0.62], [2.49, -3.08, 0.18], [2.99, -3.31, -2.42], [2.81, -4.96, -2.56], [4.06, -4.36, -1.51], [2.23, -5.08, -0.03], [1.02, -4.13, -0.93], [3.44, -3.12, 0.03], [-4.55, -2.22, 3.45], [-5.71, -2.76, 2.60], [-6.84, -1.88, 2.68], [-4.81, -1.96, 4.48], [-4.11, -1.30, 3.06], [-3.84, -3.04, 3.59], [-6.03, -3.74, 2.96], [-5.44, -2.79, 1.55], [-7.62, -2.21, 2.22], [-1.68, -0.66, 4.86], [-0.75, -1.76, 4.32], [0.40, -1.14, 3.69], [-1.27, -0.21, 5.76], [-2.68, -1.00, 5.12], [-1.83, 0.15, 4.15], [-1.32, -2.36, 3.61], [-0.43, -2.41, 5.13], [0.55, -0.41, 4.30], [-0.56, -3.42, -5.90], [-0.91, -4.78, -5.39], [-2.11, -5.20, -6.04], [-0.41, -3.36, -6.97], [0.38, -3.16, -5.40], [-1.28, -2.66, -5.60], [-0.97, -4.79, -4.30], [-0.15, -5.50, -5.68], [-2.72, -4.48, -6.17]],
  "lowdin_charge": [2.08, 0.67, -0.30, -0.49, -0.29, -0.29, -0.57, 0.18, 0.16, 0.16, 0.83, -0.21, -0.45, -0.44, 0.69, -0.29, -0.25, -0.62, 0.20, 0.14, 0.13, -0.62, 0.13, 0.13, 0.21, 0.77, -0.29, -0.24, -0.42, 0.69, -0.27, -0.32, -0.62, 0.14, 0.16, 0.16, -0.06, -0.30, -0.12, 0.08, 0.07, 0.05, 0.10, 0.11, 0.03, -0.07, -0.27, -0.13, 0.07, 0.09, 0.06, 0.13, 0.12, 0.05, -0.06, -0.27, -0.10, 0.08, 0.06, 0.09, 0.11, 0.10, 0.10, -0.07, -0.30, -0.08, 0.05, 0.06, 0.08, 0.08, 0.11, 0.07, -0.08, -0.34, -0.07, 0.07, 0.08, 0.07, 0.09, 0.11, 0.03, -0.11, -0.27, -0.09, 0.06, 0.08, 0.08, 0.11, 0.12, 0.09, -0.08, -0.30, -0.08, 0.08, 0.07, 0.04, 0.10, 0.09, 0.08, -0.04, -0.22, -0.23, 0.06, 0.10, 0.09, 0.14, 0.11, 0.06, -0.08, -0.25, -0.10, 0.08, 0.05, 0.07, 0.11, 0.11, 0.10, -0.04, -0.21, -0.21, 0.06, 0.08, 0.08, 0.08, 0.13, 0.03, -0.11, -0.32, -0.07, 0.09, 0.06, 0.07, 0.10, 0.12, 0.08],
  "max_force_ev_per_a": 6.6,
  "homo_ev": -11.282,
  "total_charge": 1,
  "spin_multiplicity": 1,
  "gap_ev": 5.26
}